Here is a molecular structure, C22H34O2P2Tl from the Open Molecules 2025 dataset. Energies are from the ωB97M-V functional and the def2-TZVPD basis.

The total charge is +1. As for the energy above the lowest of the compared OMol25 structures with the same formula, charge and spin: 0.0 kcal/mol. Its HOMO energy is -11.01 eV. For the gap between HOMO and LUMO, the calculation gives 8.5 eV.

Last column: natural (NBO) charge in e.
Positions of all 61 atoms, in Å:
Tl1 -0.456 0.259 -0.633  0.750
C1 3.777 -0.161 0.035  -0.944
P1 2.385 0.956 0.450  0.783
C2 3.124 1.875 1.859  -0.922
C3 2.442 2.214 -0.897  -0.369
C4 3.431 2.184 -1.880  -0.208
C5 3.456 3.120 -2.904  -0.185
C6 2.489 4.112 -2.962  -0.196
C7 1.494 4.154 -1.998  -0.218
C8 1.446 3.217 -0.967  -0.254
P2 0.108 3.274 0.294  0.759
C9 0.511 4.804 1.228  -0.920
C10 -1.338 3.860 -0.689  -0.933
H1 3.588 -0.671 -0.910  0.239
H2 3.836 -0.917 0.818  0.250
H3 4.732 0.364 -0.016  0.233
H4 4.025 2.398 1.540  0.236
H5 3.373 1.169 2.653  0.245
H6 2.407 2.593 2.259  0.236
H7 4.199 1.424 -1.857  0.219
H8 4.235 3.076 -3.654  0.227
H9 2.509 4.848 -3.755  0.227
H10 0.743 4.934 -2.056  0.214
H11 0.665 5.638 0.541  0.231
H12 1.410 4.668 1.828  0.241
H13 -0.318 5.037 1.897  0.243
H14 -1.205 4.878 -1.058  0.229
H15 -2.221 3.840 -0.049  0.243
H16 -1.517 3.198 -1.537  0.234
C11 -3.689 -0.073 -2.161  -0.623
C12 -4.220 0.149 -0.765  -0.060
O1 -3.134 0.275 0.148  -0.583
C13 -3.569 0.399 1.498  -0.060
C14 -2.349 0.447 2.388  -0.634
H17 -4.519 -0.174 -2.859  0.235
H18 -3.093 -0.988 -2.210  0.207
H19 -3.078 0.771 -2.487  0.208
H20 -4.851 -0.690 -0.455  0.179
H21 -4.831 1.057 -0.726  0.178
H22 -4.202 -0.456 1.754  0.179
H23 -4.172 1.307 1.604  0.177
H24 -1.766 -0.473 2.290  0.216
H25 -2.649 0.546 3.431  0.234
H26 -1.712 1.298 2.135  0.216
C15 0.030 -3.469 -1.756  -0.715
C16 -0.002 -3.317 -0.258  0.600
O2 0.029 -2.207 0.258  -0.634
C17 -0.074 -4.533 0.589  -0.133
C18 -0.133 -5.810 0.032  -0.174
C19 -0.200 -6.924 0.852  -0.216
C20 -0.207 -6.770 2.231  -0.161
C21 -0.148 -5.499 2.795  -0.214
C22 -0.083 -4.387 1.977  -0.161
H27 0.113 -2.494 -2.229  0.225
H28 -0.879 -3.964 -2.105  0.248
H29 0.875 -4.087 -2.062  0.250
H30 -0.126 -5.946 -1.042  0.216
H31 -0.245 -7.914 0.416  0.228
H32 -0.259 -7.642 2.869  0.227
H33 -0.152 -5.383 3.871  0.226
H34 -0.035 -3.390 2.395  0.229